# 1
ORCA calculation (ωB97M-V/def2-TZVPD) on 2 unconnected molecules or ions with the total composition C7H11NOSi.

Each line ends with the Löwdin charge.
Element x y z (Å)
Si: 2.8638 0.2534 -0.2750  0.561
H: -4.4333 -1.4433 0.5587  0.119
C: 2.9811 -1.6048 -0.0026  -0.205
C: 3.3347 0.7290 -2.0858  -0.178
C: -2.7688 -0.1626 -0.3111  -0.101
H: 2.2119 -1.9257 0.7371  0.033
H: 4.3809 0.7836 -2.3248  0.019
C: -3.6461 -0.6350 0.6434  -0.101
O: 2.7554 1.1097 0.9567  -0.343
C: -2.0228 1.3878 1.3170  -0.142
H: 2.8871 -0.1370 -2.6011  0.016
H: -1.2066 2.0087 1.5593  0.092
N: -2.9713 1.0215 2.1392  0.049
H: 3.9435 -1.7589 0.5084  0.026
C: -1.9010 0.8447 0.0057  -0.066
H: -1.3277 1.2966 -0.7104  0.068
H: -4.4380 -0.3583 2.6682  0.103
H: 2.9257 -2.4736 -0.7421  0.052
H: 2.8411 1.5684 -2.5571  0.017
H: -2.6853 -0.4178 -1.3835  0.114
C: -3.7245 -0.0863 1.8996  -0.133

Results
structure (SMILES) = C[Si](C)=O.c1ccncc1
relative energy (zero: lowest compared OMol25 entry of this formula, charge and spin) = 27.85 kcal/mol
HOMO level = -0.3400 Ha
HOMO-LUMO gap = 9.2 eV
maximum force = 3.82 eV Å⁻¹

---

# 2
ORCA calculation (ωB97M-V/def2-TZVPD) on a molecular structure, C48H44BClF7GaNO2.

Each line ends with the Löwdin charge.
Element x y z (Å)
F: 3.4434 -1.3902 -0.1106  0.044
H: -1.4185 3.1061 -2.7218  0.097
H: 7.7689 4.3766 2.9672  0.102
C: 9.0673 -7.5529 -8.7706  -0.098
C: 2.1548 1.8736 3.8739  -0.187
H: -9.7523 0.9454 -1.9285  0.098
H: -2.0011 3.6629 6.8193  0.084
C: 10.0778 -5.8461 -7.4092  -0.017
H: 6.1619 0.4361 -7.1081  0.103
C: 2.3686 -0.8931 -0.7662  -0.277
H: 6.8510 -6.3366 -6.5047  0.118
H: 5.5693 3.9824 4.0622  0.122
H: 6.8704 0.1192 5.3113  0.117
H: -8.1262 2.3904 -0.7571  0.104
C: 8.3051 1.2589 4.1697  -0.091
C: -9.1749 -1.5137 6.6515  -0.101
H: 5.0671 -3.7835 -4.7796  0.117
C: -9.2452 0.5836 -1.0442  -0.100
C: -3.3520 2.4895 -2.0274  -0.088
H: -2.8805 3.9875 4.1898  0.026
C: 8.8792 -5.7114 -6.7400  -0.282
O: -4.0579 1.6422 6.3943  0.089
C: -9.5037 -0.6942 -0.5698  -0.093
C: -3.4215 3.0580 4.3336  -0.161
H: -0.5034 3.6517 4.1318  0.084
H: 9.1418 -8.2775 -9.5700  0.100
H: 9.0634 0.4880 4.1970  0.101
C: -8.0401 0.4025 7.5628  -0.015
C: 10.1688 -6.7799 -8.4304  -0.085
H: -2.9797 0.1215 4.0882  -0.038
C: 6.5471 -2.7181 -5.9357  -0.074
C: -4.7156 2.4982 -2.2725  -0.007
H: -9.0309 -2.1602 0.9434  0.114
F: -6.5190 3.1318 -3.6540  0.036
H: 3.2179 1.9673 3.9776  0.070
C: 5.9253 -0.4919 -6.6054  -0.086
H: 1.7246 0.2620 0.9170  0.092
C: 1.0450 -0.7712 -2.7413  -0.088
H: -9.7377 -2.4259 6.7992  0.096
C: 7.7719 -6.4706 -7.0564  -0.015
F: -7.0411 1.9399 6.0855  0.056
C: -0.5123 1.6102 3.6060  -0.250
C: 6.3492 3.2329 4.0865  -0.012
H: -4.4456 3.1665 3.9833  0.037
C: 0.1146 2.7801 3.9678  -0.193
H: -2.3014 4.2233 -4.7434  0.098
O: -2.9575 3.7044 6.7956  0.104
F: -7.3186 -0.7841 2.2995  0.056
H: -7.8785 0.4187 4.1837  0.104
C: -7.9503 -0.3367 1.1995  -0.284
H: 2.3223 -0.1438 3.2674  0.097
H: 0.8541 -1.0701 -3.7631  0.096
C: 4.4186 -1.8278 -5.3371  -0.278
C: -5.1857 3.1230 -3.4091  -0.287
H: -2.9766 1.9964 -1.1375  -0.002
H: 11.1026 -6.9033 -8.9615  0.104
F: 3.2264 -1.9732 -4.7243  0.046
C: -8.8503 -1.1647 0.5599  -0.022
C: -8.3331 1.3969 -0.3850  -0.084
C: -8.7674 -0.7644 7.7463  -0.091
C: 1.6502 0.6688 3.4837  -0.115
C: 7.8710 -7.3956 -8.0849  -0.081
C: 7.0838 1.0428 4.7905  -0.017
H: -6.9646 1.5562 1.2797  0.122
C: 6.1259 2.0353 4.7357  -0.287
Ga: -2.5297 1.4894 3.3919  0.153
C: 4.6964 -0.6393 -5.9800  -0.014
C: -7.6788 0.9393 0.7490  -0.006
H: -10.2156 -1.3286 -1.0807  0.100
H: 3.9597 0.1528 -5.9860  0.119
C: -2.4832 3.1098 -2.9169  -0.096
C: 0.2909 0.5150 3.3663  -0.130
C: 5.3225 -2.8699 -5.3004  -0.008
C: 7.5765 3.4417 3.4759  -0.086
Cl: -3.1014 1.2887 1.1886  0.060
H: 7.2622 -3.5234 -5.9229  0.072
H: -5.0169 1.7035 6.3916  0.058
H: 7.8048 -1.4096 -7.0783  0.100
H: -7.7047 0.9980 8.4014  0.119
H: 9.5086 2.6228 3.0329  0.096
H: -0.1533 -0.4237 3.0847  0.098
H: -0.6753 0.5062 -2.6254  0.090
C: 2.1511 -1.2782 -2.0738  -0.031
H: -9.1648 -1.6803 4.5105  0.102
C: 0.1864 0.1132 -2.1013  -0.090
C: 8.5541 2.4568 3.5145  -0.105
C: 6.8484 -1.5288 -6.5863  -0.093
H: -5.4064 2.0261 -1.5879  0.107
F: 4.9383 1.8324 5.3290  0.055
C: -7.7437 0.7995 6.2756  -0.268
H: 2.8319 -1.9621 -2.5456  0.093
N: 1.4341 2.9631 4.1374  0.061
H: -9.0150 -1.0885 8.7481  0.100
H: -4.7502 4.2194 -5.1899  0.110
H: 7.0105 -7.9939 -8.3508  0.105
F: 8.7853 -4.8045 -5.7425  0.037
C: 1.5278 -0.0187 -0.1087  -0.001
C: -8.1377 0.0732 5.1726  -0.003
C: 0.4300 0.4903 -0.7870  -0.063
C: -8.8566 -1.0952 5.3662  -0.075
B: -3.4831 2.7982 5.8654  -0.776
H: 10.9211 -5.2282 -7.1316  0.118
C: -2.9779 3.7364 -4.0530  -0.095
C: -4.3419 3.7426 -4.3083  -0.035
H: -0.2373 1.1784 -0.2832  0.091

Results
net charge = -1
relative energy (zero: lowest compared OMol25 entry of this formula, charge and spin) = 5.20 kcal/mol
HOMO level = -0.2026 Ha
HOMO-LUMO gap = 7.3 eV
maximum force = 1.39 eV Å⁻¹

---

# 3
ORCA calculation (ωB97M-V/def2-TZVPD) on 4 unconnected molecules or ions with the total composition C26H53ClI2N2O10P.

Each line ends with the Löwdin charge.
Element x y z (Å)
H: -4.3623 2.5723 -1.0040  0.096
C: -2.4646 1.4029 -1.0303  -0.139
H: -5.8506 9.3399 -0.0182  0.110
C: -0.5153 1.5345 -0.0044  -0.090
O: -5.3482 7.4289 0.5593  -0.106
H: -4.1721 -3.1853 -0.1991  0.148
C: 4.5653 0.9873 3.7143  -0.320
C: 0.7133 1.9802 0.8342  -0.095
O: -0.4315 1.4898 2.9447  0.061
H: 5.4268 2.0310 5.4006  0.077
H: 3.4083 -1.8137 -1.1151  0.125
H: -3.0541 -4.4244 -4.0389  0.091
I: -0.5865 5.1552 -0.1175  0.899
H: -7.3647 9.7424 1.9444  0.077
C: -7.0536 8.7321 1.6727  -0.092
H: -4.9559 9.1982 1.5046  0.113
C: -2.0812 -3.0252 0.3750  -0.056
H: -1.8314 -5.7939 -2.4948  0.088
C: -5.7488 8.7553 0.9010  -0.312
H: -4.5717 0.8302 -1.3204  0.106
H: -6.0479 7.0448 0.0177  0.082
C: -3.3962 -1.4864 -1.3005  -0.140
C: 0.4065 2.1034 2.3815  -0.762
H: -3.9743 -4.7402 -1.8177  0.136
O: -2.1810 -0.9026 -1.8631  -0.036
H: 5.6814 -0.8549 0.9745  0.064
H: 2.9175 -0.3476 0.6614  0.123
C: 7.4281 -6.4586 -1.8402  -0.320
N: -1.6898 2.2777 -0.2689  0.014
C: -3.9068 1.7091 -1.5655  -0.083
H: -5.0776 3.7520 2.0841  0.090
H: -3.9619 -2.9417 -3.5947  0.079
H: 7.9778 -6.8360 -2.7082  0.108
H: 1.4650 -0.4510 -1.1567  0.148
H: -0.8670 -4.4813 -1.6734  0.072
H: -1.9981 2.0983 -4.1624  0.082
H: 2.4245 -3.2109 -0.5455  0.135
H: 1.2460 2.8826 0.4374  0.070
H: 6.6356 -0.8762 -0.6176  0.070
H: 5.2829 1.3673 2.9854  0.114
Cl: 1.4897 3.2883 3.2521  0.600
C: 5.4645 -2.7515 -0.2654  -0.241
C: 0.5730 -0.8843 -0.6060  -0.142
C: -2.8674 3.6644 1.5643  -0.730
O: -3.9786 0.3776 -4.0684  -0.137
H: 7.1896 -6.9000 0.2576  0.074
C: 3.1084 -2.3943 -0.1883  -0.191
H: 6.0536 0.3878 5.1546  0.080
H: -4.1917 -1.4514 -2.1005  0.121
H: 0.2342 -1.7611 -1.2158  0.127
I: -1.8387 4.8559 3.0623  0.860
P: -3.9970 1.9276 -3.4159  0.545
O: 4.2433 -2.9615 0.4605  -0.157
C: -3.2141 -2.9489 -0.7525  -0.269
C: -2.1256 3.6348 0.1197  -0.673
H: 8.7971 -7.2409 -0.3634  0.074
H: -7.8460 8.2689 1.0785  0.074
C: -0.5141 0.2260 -0.6066  0.022
H: 6.1224 -3.6382 -0.0507  0.108
H: -2.2178 -3.9878 0.9424  0.093
H: 7.4532 -8.3318 -0.7596  0.075
H: -2.9324 3.9230 -0.6097  0.071
H: -4.7352 4.2542 0.3835  0.066
C: 2.4349 -1.3575 0.7937  -0.162
H: 8.7335 -5.0718 -1.4348  0.083
H: -3.0291 2.6054 1.9191  0.089
H: -3.0265 0.1745 -4.1898  0.070
H: 7.1917 -1.8468 0.8005  0.074
C: -1.8307 -5.0533 -1.6450  -0.082
H: -1.0480 -3.0101 -0.0447  0.053
H: -2.2527 -2.1398 1.0558  0.094
H: 6.3618 -6.4899 -2.0678  0.110
C: -3.0671 -4.0677 -1.8807  -0.354
C: 7.7324 -7.2873 -0.6072  -0.094
H: 3.6625 1.6037 3.6637  0.054
O: -2.6541 2.7840 -3.9083  -0.125
O: 1.0023 -1.2665 0.6917  -0.149
C: -3.0260 -3.5220 -3.3622  -0.084
H: -1.9478 -5.5683 -0.6559  0.081
C: 5.1600 1.0133 5.1084  -0.084
H: 1.4593 1.1343 0.7673  0.110
H: -4.2486 5.3828 1.6883  0.034
O: 4.2289 -0.3479 3.3424  -0.102
H: 3.5879 -0.6759 3.9847  0.086
H: -2.0859 -2.9350 -3.5226  0.081
C: -4.3404 4.2908 1.4375  -0.168
O: 7.7885 -5.0964 -1.6262  -0.099
N: -1.8035 0.2281 -1.2134  -0.012
O: -5.2880 2.5660 -3.7401  -0.255
H: 4.4513 0.6131 5.8385  0.076
H: 2.6739 -1.7025 1.8364  0.132
C: 6.2805 -1.4817 0.2556  -0.059
H: 5.3433 -2.7132 -1.3781  0.116
H: -3.8278 -0.8851 -0.4465  0.134
H: -6.9490 8.1387 2.5835  0.076

Results
net charge = +1
relative energy (zero: lowest compared OMol25 entry of this formula, charge and spin) = 66.74 kcal/mol
HOMO level = -0.4226 Ha
HOMO-LUMO gap = 8.2 eV
maximum force = 4.17 eV Å⁻¹

---

# 4
ORCA calculation (ωB97M-V/def2-TZVPD) on C5H11N3O in the gas phase.

Each line ends with the Löwdin charge.
Element x y z (Å)
H: -0.7709 2.0293 -0.7946  0.063
N: -0.4719 -0.5285 0.2303  -0.198
H: 0.0803 2.2650 0.7420  0.075
H: -1.7428 0.6147 1.3131  0.081
O: 2.8498 0.8426 -0.1002  0.031
H: 3.2858 -1.4736 0.7292  0.077
C: 0.5554 0.3900 -0.2517  -0.322
C: 0.1753 1.8532 -0.2702  -0.073
C: -2.4439 -0.4999 -1.1522  0.039
H: 1.7175 -1.4877 1.5722  0.076
C: 1.9356 0.0430 0.0691  -0.448
H: 0.9577 2.4136 -0.7774  0.076
N: -1.1847 -0.6748 -0.9867  -0.046
H: -3.1038 -0.2913 -0.3158  0.069
H: -1.7004 -1.0127 1.7175  0.090
C: 2.2116 -1.3514 0.6073  -0.024
H: -0.1708 -0.2267 -1.5107  0.208
N: -1.1603 -0.2187 1.3957  0.074
H: -2.8401 -0.5677 -2.1538  0.079
H: 1.8205 -2.1184 -0.0632  0.074

Results
relative energy (zero: lowest compared OMol25 entry of this formula, charge and spin) = 121.72 kcal/mol
HOMO level (spin up / spin down) = -0.2929 / -0.2929 Ha
HOMO-LUMO gap (spin up / spin down) = 8.1 / 8.1 eV
maximum force = 1.29 eV Å⁻¹

---

# 5
ORCA calculation (ωB97M-V/def2-TZVPD) on a molecular structure, C3H6O4.

Each line ends with the Löwdin charge.
Element x y z (Å)
C: -0.6379 0.4075 -2.5161  -0.323
O: -0.6280 -0.6891 -0.5013  -0.152
O: 0.1713 -0.0640 -1.5191  -0.031
C: -0.2130 -0.4089 1.4056  -0.251
H: -1.1772 -0.0433 1.7769  0.142
O: -0.1753 0.9911 -3.4463  0.097
C: 0.9110 0.5608 1.3722  -0.028
O: -0.0230 -1.6864 1.3784  -0.029
H: -0.1085 -1.6445 0.2028  0.137
H: 1.2497 0.6969 2.4064  0.102
H: 1.7396 0.1740 0.7817  0.097
H: -1.6966 0.1766 -2.3314  0.145
H: 0.5879 1.5293 0.9902  0.094

Results
relative energy (zero: lowest compared OMol25 entry of this formula, charge and spin) = 119.58 kcal/mol
HOMO level = -0.3957 Ha
HOMO-LUMO gap = 11.1 eV
maximum force = 0.47 eV Å⁻¹